[1]
The following is a DFT calculation (ωB97M-V with the def2-TZVPD basis set) of a cluster of 2 separate species, C2N5S in total.

Atoms and positions in Å:
1 S -0.796 2.056 0.299
2 N -0.248 -0.539 -1.691
3 N 1.394 -1.646 -0.796
4 N -1.291 0.953 2.820
5 N 1.256 -0.603 -0.004
6 N 0.512 -1.608 -1.785
7 C 0.264 0.001 -0.611
8 C -1.091 1.385 1.768

Summary:
Energy in a.u.: -748.13623
Lowest unoccupied orbital energy in eV: 2.43
Charge: -1
Relative energy (zero: lowest compared OMol25 entry of this formula, charge and spin) in eV: 0.611

Computed Löwdin charges, given in elementary charges: atom 1 (S): 0.663, atom 2 (N): -0.060, atom 3 (N): -0.138, atom 4 (N): 0.035, atom 5 (N): -0.046, atom 6 (N): -0.142, atom 7 (C): -0.408, atom 8 (C): -0.904

***

[2]
The following is a DFT calculation (ωB97M-V with the def2-TZVPD basis set) of a cluster of 2 separate species, C4H13NO2 in total.

Atoms and positions in Å:
1 O -1.306 -1.202 0.284
2 O 0.036 1.445 3.425
3 N 1.050 0.020 1.108
4 C 0.276 1.273 -0.927
5 C -0.679 -1.348 -2.141
6 C -0.191 -1.191 -0.635
7 C 0.800 -0.076 -0.341
8 H -0.699 1.119 3.943
9 H 0.254 -0.163 1.690
10 H 0.584 1.151 -1.986
11 H -0.648 1.668 -0.549
12 H 0.224 -1.735 -2.668
13 H 0.242 -2.152 -0.287
14 H 1.688 -0.432 -0.901
15 H 1.111 1.100 1.131
16 H 0.871 2.163 -0.527
17 H -0.429 2.100 2.794
18 H -0.881 -1.408 1.117
19 H -0.771 -0.281 -2.451
20 H -1.532 -2.052 -2.082

Summary:
Energy in a.u.: -365.36731
Lowest unoccupied orbital energy in eV: 0.51
SMILES: C[C@H](O)[C@@H](C)N.O
Relative energy (zero: lowest compared OMol25 entry of this formula, charge and spin) in eV: 2.046

Löwdin atomic charge list, values in e, 8 entries: atom 1 (O): -0.067, atom 2 (O): -0.085, atom 3 (N): 0.033, atom 4 (C): -0.074, atom 5 (C): -0.017, atom 6 (C): -0.411, atom 7 (C): -0.414, atom 8 (H): 0.029

***

[3]
The following is a DFT calculation (ωB97M-V with the def2-TZVPD basis set) of the molecule C5H8N2.

Atoms and positions in Å:
1 N -0.924 -0.661 1.352
2 N 0.155 -1.056 0.668
3 C 0.632 -2.395 0.404
4 C 0.590 -0.137 -0.250
5 C -0.256 0.944 -0.147
6 C -1.140 0.575 0.889
7 C -0.160 2.221 -0.920
8 H -0.216 -3.076 0.436
9 H 0.567 -2.189 -0.779
10 H 0.030 2.023 -1.981
11 H 1.399 -2.993 0.975
12 H 1.642 -0.117 -0.533
13 H 0.665 2.847 -0.563
14 H -1.065 2.833 -0.877
15 H -1.919 1.182 1.328

Summary:
Energy in a.u.: -304.75531
Lowest unoccupied orbital energy in eV: 0.98
SMILES: Cc1cnn(C)c1
Relative energy (zero: lowest compared OMol25 entry of this formula, charge and spin) in eV: 2.182

Löwdin atomic charge list, values in e, 8 entries: atom 1 (N): 0.081, atom 2 (N): -0.254, atom 3 (C): -0.053, atom 4 (C): -0.085, atom 5 (C): -0.274, atom 6 (C): -0.122, atom 7 (C): -0.063, atom 8 (H): 0.067

***

> The lowest relative energy (zero: lowest compared OMol25 entry of this formula, charge and spin) belongs to which entry?

C2N5S

***

> Which value of relative energy (zero: lowest compared OMol25 entry of this formula, charge and spin) does entry 3 give?

2.182 eV

***

Repeat the second record exactly.
The following is a DFT calculation (ωB97M-V with the def2-TZVPD basis set) of a cluster of 2 separate species, C4H13NO2 in total.

Atoms and positions in Å:
1 O -1.306 -1.202 0.284
2 O 0.036 1.445 3.425
3 N 1.050 0.020 1.108
4 C 0.276 1.273 -0.927
5 C -0.679 -1.348 -2.141
6 C -0.191 -1.191 -0.635
7 C 0.800 -0.076 -0.341
8 H -0.699 1.119 3.943
9 H 0.254 -0.163 1.690
10 H 0.584 1.151 -1.986
11 H -0.648 1.668 -0.549
12 H 0.224 -1.735 -2.668
13 H 0.242 -2.152 -0.287
14 H 1.688 -0.432 -0.901
15 H 1.111 1.100 1.131
16 H 0.871 2.163 -0.527
17 H -0.429 2.100 2.794
18 H -0.881 -1.408 1.117
19 H -0.771 -0.281 -2.451
20 H -1.532 -2.052 -2.082

Summary:
Energy in a.u.: -365.36731
Lowest unoccupied orbital energy in eV: 0.51
SMILES: C[C@H](O)[C@@H](C)N.O
Relative energy (zero: lowest compared OMol25 entry of this formula, charge and spin) in eV: 2.046

Löwdin atomic charge list, values in e, 8 entries: atom 1 (O): -0.067, atom 2 (O): -0.085, atom 3 (N): 0.033, atom 4 (C): -0.074, atom 5 (C): -0.017, atom 6 (C): -0.411, atom 7 (C): -0.414, atom 8 (H): 0.029

***

> The lowest lowest unoccupied orbital energy belongs to which entry?

C4H13NO2